This record from OMol25 describes a molecular structure, C4H38NO16. The level of theory is ωB97M-V/def2-TZVPD.

Geometry as XYZ:
```
59
Properties=species:S:1:pos:R:3:forces:R:3:lowdin_charge:R:1
C -0.46516 1.96096 0.12075 3.3 2.3 1.4 -0.267
C -1.49757 2.73188 0.97131 0.6 -1.0 1.0 -0.188
C -2.89154 2.15210 0.83699 -1.0 -0.4 0.5 -0.207
O -3.03338 0.68470 0.93428 0.6 2.6 4.4 -0.076
N -0.34565 2.43115 -1.26641 -3.4 -2.4 -0.7 -0.014
C -1.08431 1.38159 -2.21243 3.7 -2.9 3.3 -0.150
O -0.11784 0.47873 -2.90291 0.1 0.4 2.3 -0.216
H 0.46381 2.37904 0.69196 -0.9 -1.0 -1.3 0.120
H -0.32954 0.86778 0.21884 -0.8 0.4 0.2 0.113
H -1.25644 2.49643 2.04577 0.3 0.6 -0.8 0.112
H -1.32263 3.87737 0.75990 -0.9 -2.3 0.4 0.155
H -3.55648 2.58701 1.66279 0.5 -0.5 -1.7 0.138
H -3.16257 2.25761 -0.18201 -1.2 1.3 -0.8 0.095
H 0.60278 2.64463 -1.49457 0.4 -0.4 -0.6 0.073
H -1.69809 1.81145 -2.91495 -1.1 1.2 -1.8 0.071
H -1.74947 0.60494 -1.57882 1.3 2.4 -0.8 0.108
H 0.76603 0.22590 -2.29909 -1.8 0.4 -1.4 0.091
H 3.59511 0.78451 1.76960 0.2 -1.1 1.0 -0.023
H 3.64631 1.66682 0.67251 1.3 0.9 1.5 0.005
O 4.15935 1.53703 1.55736 -1.3 0.5 -1.5 -0.135
H 3.21921 -2.66735 -0.55307 0.4 -0.1 -0.1 0.016
H -3.85640 -3.28810 0.85359 -0.2 -1.8 7.4 -0.057
O 2.43262 -2.17003 -0.33936 -0.2 0.6 -0.5 -0.232
H -3.05389 -3.52456 -0.39937 1.6 -1.2 -0.1 -0.023
H -3.04966 0.30945 0.11346 0.0 -1.3 -3.6 0.001
O -3.77238 -3.09968 0.02180 -1.6 3.1 -7.3 0.026
H 0.81671 0.50037 4.15106 0.6 0.2 0.0 0.049
H -0.26503 -0.43267 3.76887 0.4 -0.6 -0.4 0.045
O 0.70929 -0.38854 3.79804 -1.1 0.4 0.4 -0.051
H -1.16379 -1.31378 1.53813 2.0 0.5 -1.6 -0.020
H -2.52968 -0.82858 1.83385 -1.6 2.1 -0.8 -0.037
O -1.90952 -1.47001 2.05031 0.0 -2.8 2.8 0.001
H 2.62028 -1.36401 1.20111 -0.9 -1.7 -1.5 -0.041
H 2.20093 -0.82751 2.71821 -1.2 -0.6 0.2 -0.010
O 2.74336 -0.81301 1.94629 2.0 2.3 1.2 -0.040
H -4.56748 -1.26405 -1.97761 -3.4 -0.7 1.1 -0.019
H -3.18110 -1.62541 -1.60473 -1.0 0.7 -1.0 0.029
O -3.72457 -1.10430 -2.26787 4.4 -0.1 0.1 -0.037
H -1.01347 -3.73021 0.04525 -1.2 -1.5 -0.1 0.059
H -0.86621 -4.13091 -1.28450 -0.7 -0.7 -0.3 0.049
O -1.42826 -4.43955 -0.54408 1.8 1.8 0.4 -0.101
H 1.81245 -3.57185 0.82038 1.8 1.9 -3.4 -0.067
H 1.42372 -3.08496 2.21701 0.4 2.1 1.2 -0.013
O 1.42328 -3.76906 1.60528 -2.5 -4.0 2.5 0.007
H 3.81475 0.86741 -0.76918 -0.2 1.9 -0.2 0.100
H 2.62023 1.30851 -1.27653 -2.2 -0.6 -1.4 -0.036
O 3.32412 1.75025 -0.85580 2.6 -0.9 0.8 -0.070
H 2.66508 -0.85683 -2.57344 -1.1 1.6 0.7 0.081
H 2.35053 -1.22731 -1.08210 -0.3 -0.4 0.8 -0.007
O 2.20983 -0.28190 -1.88231 0.6 -2.0 -1.2 -0.268
H 3.18847 2.71787 2.64612 -1.5 0.7 0.5 0.037
H 1.83683 3.43013 2.30444 0.2 -0.1 0.2 -0.002
O 2.38748 3.20680 3.06746 1.2 -0.8 -0.8 -0.129
H -1.20313 -1.32454 -1.86041 1.2 -0.9 1.6 0.080
H -0.16523 -1.51880 -0.73414 4.7 1.9 1.2 -0.037
O -0.94199 -1.83512 -1.02530 -5.3 -0.7 -3.2 -0.017
H 0.70514 1.26705 -4.26898 -1.3 -1.4 2.0 -0.048
H 0.56754 2.92712 -4.18968 0.0 -1.7 0.2 0.044
O 0.89724 2.10604 -4.60308 1.5 3.7 -2.6 -0.066
```
Positions in Å, forces in eV/Å.

2S+1 ... 1
HOMO ... -0.255 Eh
LUMO level ... 2.568 eV
Electronic energy ... -1433.7323 hartree
F_max ... 8.1 eV Å⁻¹
Total charge ... -1
Frontier orbital gap ... 9.51 eV